Record 1
This record from the OMol25 dataset describes the ion C11H24N4 with charge +2. The level of theory is ωB97M-V/def2-TZVPD.

Structure (XYZ):
```
39
Properties=species:S:1:pos:R:3:forces:R:3
C 2.348 1.990 0.849 0.18 1.36 1.69
C -0.330 -0.449 -0.942 3.26 3.24 0.21
C 2.145 -1.248 -0.992 1.38 1.72 -2.73
C 0.848 -1.149 -0.255 0.26 -0.42 5.17
C -0.026 2.015 -0.236 3.18 -0.45 -1.49
C 3.988 0.389 -0.244 -3.27 2.81 -0.53
C -0.981 0.891 -0.255 -0.63 -3.83 -0.18
C -1.527 0.391 1.083 -0.80 -1.57 -0.75
C -0.718 -2.792 1.124 0.09 -0.25 -0.99
C -2.993 2.264 -0.539 -3.88 1.14 -2.55
C 0.489 -2.571 0.201 -2.99 0.68 -2.29
N 0.960 1.869 0.737 -0.23 -0.64 1.07
N 2.919 0.015 -0.965 -1.11 1.78 -0.94
N 3.648 1.581 0.352 -0.86 -2.80 -0.99
N -2.158 1.242 -1.137 1.43 -0.16 -1.68
H 2.526 2.598 1.738 0.33 -0.38 -0.14
H 0.206 -0.166 -1.858 -1.13 0.32 -0.55
H -1.035 -1.162 -1.102 -2.42 -1.83 -0.73
H 2.901 -1.969 -0.756 -0.33 -0.99 0.74
H 1.988 -1.341 -2.080 -0.37 -0.64 0.29
H 1.064 -0.686 0.804 -0.11 -0.20 -1.98
H 0.478 2.261 -1.229 -0.98 -0.08 0.99
H 5.001 -0.008 -0.339 -0.25 -0.08 0.64
H -1.791 1.146 1.783 -0.92 0.65 0.42
H -0.772 -0.165 1.560 1.39 -0.34 0.64
H -2.255 -0.515 0.987 0.55 2.18 -0.12
H -1.676 -2.740 0.495 1.11 0.22 1.37
H -0.658 -2.097 1.993 -0.50 -1.10 -0.31
H -0.540 -3.874 1.325 -0.86 0.88 0.78
H -3.874 1.872 0.069 1.39 0.13 -0.97
H -2.380 2.827 0.061 1.14 1.84 1.29
H -3.415 2.856 -1.465 0.60 -0.73 2.26
H 0.125 -3.049 -0.711 0.47 -0.49 -0.32
H 1.270 -3.150 0.543 2.12 -0.71 0.76
H 0.506 1.687 1.692 1.26 0.61 -1.56
H 2.397 0.905 -1.333 0.91 -2.42 1.06
H 4.404 1.982 0.820 1.10 1.53 1.03
H -1.709 1.528 -2.064 -1.08 -0.06 1.32
H -2.818 0.508 -1.378 0.58 -0.93 0.08
```
Forces are in eV/Å.

Summary:
- gap between HOMO and LUMO (alpha / beta) (eV) = 7.397 / 7.360
- total charge = +2
- relative energy (zero: lowest compared OMol25 entry of this formula, charge and spin) (kJ/mol) = 366.11
- calculated total energy (a.u.) = -651.73605
- LUMO (alpha / beta) (Eh) = -0.2727 / -0.2821

***

Record 2
This record from the OMol25 dataset describes a cluster of 2 separate species, C5H16N2O in total. The level of theory is ωB97M-V/def2-TZVPD.

Structure (XYZ):
```
24
Properties=species:S:1:pos:R:3:forces:R:3
C -1.703 -1.549 -2.256 0.83 -0.07 -2.00
C -1.237 -0.177 -1.809 -0.08 0.67 -1.35
C 0.025 -0.302 -0.966 0.46 -0.17 -0.02
C 0.184 0.772 0.150 -0.15 -1.98 -1.56
C 1.422 -0.056 2.043 -2.26 0.20 0.04
N 1.409 0.557 0.931 -0.11 1.43 0.54
N -1.004 0.743 -3.118 0.46 -1.15 1.13
H -2.689 -1.774 -1.942 -0.75 -0.42 0.69
H -1.729 -1.673 -3.353 -0.34 0.63 0.03
H -0.974 -2.334 -2.095 -0.07 -0.13 0.95
H -2.057 0.464 -1.494 -0.08 -0.58 1.35
H 0.852 -0.508 -1.661 0.24 0.87 0.11
H 0.030 -1.283 -0.485 -0.58 0.14 0.27
H -0.688 0.531 0.744 0.00 0.73 0.63
H 0.169 1.761 -0.273 0.09 0.53 0.29
H 2.151 0.045 2.784 1.69 -0.09 0.51
H 0.487 -0.482 2.399 0.19 -0.61 -0.24
H 2.143 1.249 0.798 0.40 -0.40 -0.49
H -1.816 0.531 -3.693 0.09 0.20 -0.49
H -0.132 0.492 -3.587 -0.13 0.09 -0.34
H -1.002 1.732 -2.876 0.07 0.09 -0.16
H 1.707 -0.358 5.217 -0.07 -0.26 -0.21
H 0.571 0.575 5.372 -0.27 -0.06 -0.37
O 0.949 -0.028 4.712 0.35 0.35 0.67
```
Forces are in eV/Å.

Summary:
- gap between HOMO and LUMO (eV) = 9.928
- total charge = +2
- relative energy (zero: lowest compared OMol25 entry of this formula, charge and spin) (kJ/mol) = 135.94
- calculated total energy (a.u.) = -384.20397
- LUMO (Eh) = -0.2913

***

Record 3
This record from the OMol25 dataset describes a cluster of 3 separate species, CH10N3O2 in total. The level of theory is ωB97M-V/def2-TZVPD.

Structure (XYZ):
```
16
Properties=species:S:1:pos:R:3:forces:R:3
N 0.675 1.356 -0.328 -0.60 -1.24 0.49
C -0.036 1.737 0.716 0.16 1.21 -0.45
N -0.661 0.798 1.463 0.75 -0.26 0.17
N -0.176 3.031 1.031 0.08 -0.93 -0.14
H 0.740 0.339 -0.385 0.40 -0.17 -0.51
H 1.065 1.884 -1.083 -0.07 0.61 0.11
H -0.558 0.927 2.456 -0.41 0.18 0.30
H -0.397 -0.147 1.214 -0.12 -0.10 -0.12
H -0.693 3.271 1.864 -0.06 0.33 -0.38
H 0.087 3.705 0.330 0.00 0.30 0.46
H 0.332 -1.867 -1.146 0.21 -0.19 0.10
H 0.879 -2.209 0.228 0.20 0.01 -0.08
O 0.892 -1.505 -0.432 -0.50 0.18 0.06
H -1.400 -3.733 -1.661 -0.11 0.69 0.10
H -0.193 -4.213 -2.292 0.65 0.37 -0.25
O -0.555 -3.374 -1.974 -0.58 -0.99 0.14
```
Forces are in eV/Å.

Summary:
- gap between HOMO and LUMO (eV) = 12.314
- total charge = +1
- relative energy (zero: lowest compared OMol25 entry of this formula, charge and spin) (kJ/mol) = 50.19
- calculated total energy (a.u.) = -358.66229
- LUMO (Eh) = -0.1066

***

Record 4
This record from the OMol25 dataset describes a structure of composition C27H32N6PdS2Si. The level of theory is ωB97M-V/def2-TZVPD.

Structure (XYZ):
```
69
Properties=species:S:1:pos:R:3:forces:R:3
Pd -0.069 0.120 0.015 -0.15 0.24 0.19
C -3.959 0.430 3.682 0.03 0.03 -0.03
S -3.447 -1.219 3.132 0.08 -0.08 -0.04
C -2.361 -0.808 1.809 -0.02 -0.02 0.08
S -0.765 -0.121 2.206 -0.03 0.00 -0.20
N -2.772 -0.994 0.587 0.07 0.02 -0.03
N -1.884 -0.691 -0.339 -0.07 0.03 -0.33
C -2.204 -0.791 -1.694 -0.03 0.02 0.45
C -1.262 -0.388 -2.578 0.27 0.05 -0.25
C -1.407 -0.424 -4.026 0.01 0.00 0.20
C -0.388 -0.083 -4.842 0.16 0.08 0.01
C 0.871 0.345 -4.286 -0.19 -0.09 -0.03
C 0.950 0.428 -2.918 -0.11 0.05 0.07
N -0.030 0.120 -2.057 0.08 -0.04 -0.07
H -4.467 0.331 4.645 0.01 0.00 -0.03
H -4.631 0.883 2.952 0.00 0.04 0.02
H -3.068 1.047 3.796 -0.04 0.03 0.02
H -3.183 -1.150 -1.987 -0.02 -0.05 0.00
H -2.364 -0.740 -4.429 0.00 -0.02 -0.01
H -0.520 -0.120 -5.920 -0.01 -0.02 -0.01
H 1.716 0.616 -4.904 -0.02 0.01 0.00
H 1.867 0.792 -2.462 -0.02 -0.01 0.03
C 5.499 -1.789 1.696 -0.09 0.02 -0.03
C 5.764 -0.715 0.855 -0.13 0.07 -0.05
C 4.731 0.138 0.465 0.01 -0.01 0.15
C 3.414 -0.043 0.903 -0.02 -0.16 0.01
C 3.169 -1.153 1.728 0.03 -0.02 -0.05
C 4.193 -2.008 2.126 -0.02 0.08 -0.07
Si 1.954 1.154 0.459 0.15 -0.24 0.27
C 2.145 2.378 1.929 0.01 0.10 0.14
C 1.727 2.041 3.226 0.06 0.10 -0.07
C 1.924 2.898 4.302 0.02 0.02 -0.10
C 2.536 4.134 4.113 -0.01 -0.07 -0.07
C 2.948 4.499 2.838 -0.06 -0.09 -0.02
C 2.754 3.628 1.767 -0.02 -0.03 0.10
H 6.297 -2.457 2.001 0.01 0.00 0.01
H 6.776 -0.544 0.501 -0.01 0.02 -0.01
H 4.956 0.982 -0.182 0.00 -0.03 0.00
H 2.146 -1.358 2.038 0.05 0.04 -0.02
H 3.971 -2.854 2.768 -0.02 0.00 0.00
H 2.661 1.982 -0.579 0.00 0.07 -0.20
H 1.221 1.096 3.393 0.03 0.01 0.00
H 1.587 2.606 5.291 0.00 0.00 -0.01
H 2.685 4.806 4.951 0.00 0.01 0.01
H 3.420 5.463 2.675 0.01 0.00 -0.01
H 3.088 3.924 0.777 -0.01 -0.01 0.02
C 3.907 -4.205 -2.009 -0.04 -0.04 0.01
C 3.727 -2.731 -1.701 -0.04 0.06 0.10
N 2.321 -2.495 -1.456 -0.07 -0.12 0.01
C 1.621 -3.293 -0.558 0.20 0.09 -0.19
N 0.661 -2.770 0.080 -0.09 -0.24 0.12
C -0.192 -3.594 0.911 0.10 0.03 -0.06
C -0.143 -5.061 0.501 -0.01 0.02 0.00
C 1.315 -5.483 0.426 0.06 0.11 -0.02
N 2.002 -4.646 -0.538 -0.07 -0.05 -0.11
C 3.369 -5.017 -0.843 -0.04 0.07 0.09
H 4.962 -4.440 -2.171 -0.01 -0.02 0.01
H 3.343 -4.456 -2.911 0.03 0.01 -0.02
H 4.038 -2.114 -2.545 -0.02 0.01 -0.03
H 4.354 -2.457 -0.841 0.02 0.02 0.01
H 2.025 -1.531 -1.350 -0.04 0.03 -0.01
H -1.206 -3.193 0.857 -0.01 0.00 -0.03
H 0.121 -3.493 1.958 -0.05 0.04 0.03
H -0.591 -5.176 -0.490 -0.03 -0.02 0.04
H -0.697 -5.688 1.206 0.04 -0.01 -0.02
H 1.426 -6.523 0.101 -0.02 -0.05 -0.01
H 1.773 -5.402 1.426 0.03 -0.01 0.02
H 3.379 -6.085 -1.079 0.00 -0.05 0.00
H 4.026 -4.873 0.032 0.01 0.01 0.03
```
Forces are in eV/Å.

Summary:
- gap between HOMO and LUMO (eV) = 3.728
- total charge = -2
- calculated total energy (a.u.) = -2590.38037
- LUMO (Eh) = 0.1675

***

Record 5
This record from the OMol25 dataset describes the molecule C6H6O2. The level of theory is ωB97M-V/def2-TZVPD.

Structure (XYZ):
```
14
Properties=species:S:1:pos:R:3:forces:R:3
C -0.754 2.386 -2.154 0.15 -0.60 0.79
C -0.338 1.432 -1.546 -0.35 0.56 -1.10
C 0.105 0.230 -0.943 -0.18 0.69 0.56
C 0.493 -0.900 -1.780 0.30 -2.34 -0.03
O 0.933 -1.981 -1.378 -0.54 1.78 -0.47
C 0.051 0.222 0.412 0.22 1.05 -0.47
O 0.470 -0.817 1.055 0.68 -1.08 0.81
C 0.154 -0.992 2.413 -1.26 -0.41 1.12
H -1.266 3.223 -2.529 -0.07 0.46 -0.41
H 0.282 -0.795 -2.872 0.18 0.30 0.43
H -0.239 1.139 0.983 0.01 -0.89 -0.41
H -0.037 -0.044 2.945 0.31 -0.09 -0.33
H 0.965 -1.543 2.929 -0.51 0.29 -0.56
H -0.819 -1.558 2.466 1.06 0.27 0.09
```
Forces are in eV/Å.

Summary:
- gap between HOMO and LUMO (eV) = 8.899
- structure (SMILES) = C#C/C(C=O)=C/OC
- relative energy (zero: lowest compared OMol25 entry of this formula, charge and spin) (kJ/mol) = 266.64
- calculated total energy (a.u.) = -382.58418
- LUMO (Eh) = 0.0084

***

Record 6
This record from the OMol25 dataset describes the molecule C5H12NO. The level of theory is ωB97M-V/def2-TZVPD.

Structure (XYZ):
```
19
Properties=species:S:1:pos:R:3:forces:R:3
C -1.100 -0.044 1.746 -0.29 0.94 -0.55
O -1.319 1.172 0.925 -0.56 -0.05 1.80
C -0.911 -1.174 0.779 1.35 -1.58 -1.88
C 0.538 -1.529 0.138 -0.61 0.34 2.67
C 1.353 -0.402 -0.468 -0.52 1.23 -1.15
C 1.007 1.249 -2.253 1.17 -0.34 -0.48
N 0.588 0.702 -1.080 -2.41 0.56 2.92
H -1.985 -0.204 2.372 -0.08 -0.05 -0.37
H -0.283 0.028 2.493 0.00 0.47 -0.70
H -2.101 1.659 1.272 1.00 -0.51 -0.32
H -1.149 -2.101 1.346 -0.33 0.38 -0.77
H -1.466 -1.027 -0.178 -0.62 -0.13 1.30
H 0.427 -2.421 -0.511 -0.03 0.62 0.36
H 1.091 -1.793 1.070 0.10 -0.52 -0.86
H 1.989 -0.785 -1.278 0.04 0.01 0.41
H 1.969 0.068 0.286 0.52 -0.21 0.37
H 0.397 1.956 -2.761 -0.38 0.44 -0.18
H 1.842 0.766 -2.798 -0.75 0.32 0.49
H -0.087 1.276 -0.315 2.40 -1.91 -3.05
```
Forces are in eV/Å.

Summary:
- gap between HOMO and LUMO (alpha / beta) (eV) = 5.896 / 10.033
- spin multiplicity = 2
- relative energy (zero: lowest compared OMol25 entry of this formula, charge and spin) (kJ/mol) = 116.72
- calculated total energy (a.u.) = -327.58263
- expectation value of S² = 0.75
- LUMO (alpha / beta) (Eh) = 0.0239 / 0.0240